# C2H4BrClN2S

A 2-piece molecular cluster, C2H4BrClN2S overall (the ωB97M-V functional and the def2-TZVPD basis, the OMol25 dataset).

```
11
Properties=species:S:1:pos:R:3:forces:R:3
C -1.515347 0.566311 0.887144 1.42 -0.07 -0.55
C -1.393666 -1.939151 0.864255 -1.21 2.55 1.48
N -1.052720 -0.545926 0.707279 0.27 0.10 1.00
N 1.187032 2.520343 -0.467441 -0.18 -0.03 0.58
S 0.244350 2.658070 0.859924 -0.78 -0.73 0.07
Cl -3.108904 1.112144 1.042277 -0.65 0.54 0.25
Br -3.390046 -2.228704 0.882400 0.37 -0.37 -0.23
H -0.997894 -2.312998 -0.046822 0.32 -1.69 -0.03
H -1.149381 -2.219013 1.936885 0.37 -0.25 -1.93
H 2.126353 2.140529 -0.387397 -0.54 0.07 -0.43
H 0.741941 2.736810 -1.343564 0.60 -0.11 -0.22
```
Forces are in eV/Å.

Calculated values
Total energy ... -98515.659 eV
Energy relative to the best compared isomer or geometry (same formula, charge and spin) ... 22.0 kcal per mole
LUMO energy (spin up / spin down) ... -0.01887 / -0.02347 hartree
Orbital gap (spin up / spin down) ... 7.579 / 7.496 eV
F_max ... 3.19 eV/A



# H3N3O2

One molecule with the formula H3N3O2 (the ωB97M-V functional and the def2-TZVPD basis, the OMol25 dataset).

```
8
Properties=species:S:1:pos:R:3:forces:R:3
N 0.154252 0.459028 0.088973 1.59 0.35 0.24
N -0.299363 -0.780685 -0.148755 -3.04 1.43 -2.64
N 0.399934 -1.791589 0.362157 -3.01 1.71 -0.99
O 1.433481 -1.429683 0.938405 4.61 0.24 2.30
O 0.020563 -2.944751 0.214026 -0.29 -3.67 0.12
H 0.819058 0.794778 -0.614085 -0.45 0.04 0.35
H -0.597018 1.069920 0.296814 -0.33 0.80 0.27
H -1.234783 -0.868023 -0.555660 0.92 -0.90 0.34
```
Forces are in eV/Å.

Calculated values
Total energy ... -8605.114 eV
Energy relative to the best compared isomer or geometry (same formula, charge and spin) ... 65.6 kcal per mole
LUMO energy (spin up / spin down) ... 0.02624 / -0.11464 hartree
Orbital gap (spin up / spin down) ... 6.969 / 6.551 eV
Spin multiplicity ... 3
F_max ... 5.16 eV/A
<S²> ... 2.01



# CHCl2FS

A 2-piece molecular cluster, CHCl2FS overall (the ωB97M-V functional and the def2-TZVPD basis, the OMol25 dataset).

```
6
Properties=species:S:1:pos:R:3:forces:R:3
C 2.318503 -0.089142 0.238816 1.19 -0.06 -0.05
F 2.060408 -0.385482 1.503686 -0.36 -0.99 0.10
S 0.226127 0.781969 -0.765437 -1.04 1.76 -0.30
Cl 2.730966 -1.428196 -0.848136 -0.18 0.35 0.81
Cl 3.468495 1.197132 0.259576 0.36 0.30 -0.41
H 0.202569 2.177253 -0.596041 0.02 -1.37 -0.15
```
Forces are in eV/Å.

Calculated values
Total energy ... -39646.908 eV
Energy relative to the best compared isomer or geometry (same formula, charge and spin) ... 14.4 kcal per mole
LUMO energy (spin up / spin down) ... 0.02035 / -0.11139 hartree
Orbital gap (spin up / spin down) ... 8.329 / 7.094 eV
Spin multiplicity ... 3
F_max ... 2.07 eV/A
<S²> ... 2.01



# C6H6ClF

C6H6ClF as an isolated structure (the ωB97M-V functional and the def2-TZVPD basis, the OMol25 dataset).

```
14
Properties=species:S:1:pos:R:3:forces:R:3
C 0.405708 0.424506 0.030756 -0.98 1.87 1.50
C -0.885840 0.159480 1.029563 3.07 -2.20 3.73
C -1.678756 0.871562 0.077372 -1.80 4.42 -1.97
C -0.733038 0.333975 -0.892306 -0.16 -3.58 -3.22
C -0.914028 -1.171996 -0.759652 -1.50 -1.99 -3.12
C -1.082178 -1.357734 0.520450 -0.52 0.74 1.76
H -0.884796 0.401077 2.112979 0.22 -0.39 -0.63
H -2.588440 0.390185 -0.048140 -2.23 -0.18 -0.22
H -1.771734 2.042345 -0.127487 0.42 -2.34 1.50
H -0.858137 0.626062 -1.876411 0.88 1.05 -2.14
H -1.002223 -1.942332 -1.640352 0.36 1.68 1.92
H -1.350352 -2.277023 1.047442 0.40 0.58 0.12
F 0.860226 1.699568 -0.033084 0.56 1.13 0.82
Cl 1.767202 -0.593834 0.046625 1.30 -0.79 -0.05
```
Forces are in eV/Å.

Calculated values
Total energy ... -21555.367 eV
Energy relative to the best compared isomer or geometry (same formula, charge and spin) ... 64.4 kcal per mole
LUMO energy ... 0.03711 hartree
Orbital gap ... 10.604 eV
F_max ... 5.31 eV/A



Which value of total energy does entry 1 give?
-98515.659 eV